No. 1
Formula: C11H19BrN2O5P
Source: the Open Molecules 2025 dataset
Level of theory: ωB97M-V with the def2-TZVPD basis set

Last column: natural (NBO) charge in e.
Element x y z (Å)
C1 3.8959 -2.2763 0.0901  -0.32
C2 3.7866 -1.2671 -1.0313  -0.33
C3 4.3096 0.2874 -0.9350  0.73
O1 4.4339 0.9638 -2.0942  -0.57
O2 4.6267 1.0252 0.2990  -0.55
C4 3.4026 1.3638 1.0424  -0.08
C5 2.4339 2.4716 0.2697  -0.45
C6 0.8224 2.1431 0.4759  -0.44
C7 -0.0607 2.3579 -0.9191  -0.42
C8 -0.9545 1.0441 -1.3368  -0.41
C9 -2.1829 0.7165 -0.2560  -0.24
N1 -1.7132 -0.1560 0.8840  -0.71
C10 -2.6427 -1.3082 1.1811  -0.27
Br1 -1.8596 -2.2108 2.8366  0.00
C11 -4.1713 -0.8908 1.5993  0.65
O3 -5.0547 -0.2305 0.8310  -0.71
O4 -4.6948 -1.3127 2.9414  -0.82
P1 -2.7153 -2.6720 -0.1518  1.15
N2 -4.4921 -3.0041 -0.3536  -1.11
O5 -2.1013 -2.1571 -1.6960  -1.00
H1 4.6495 -3.1834 0.0401  0.22
H2 3.2187 -2.1418 1.0489  0.23
H3 3.2583 -1.5869 -2.0436  0.26
H4 2.8254 0.3523 1.2409  0.18
H5 3.7230 1.8008 2.0947  0.20
H6 2.6819 2.5600 -0.8792  0.24
H7 2.7045 3.5202 0.7634  0.21
H8 0.4458 2.9056 1.2970  0.21
H9 0.6822 1.0497 0.9199  0.23
H10 -0.7433 3.3327 -0.8555  0.20
H11 0.6847 2.5634 -1.8260  0.20
H12 -0.2409 0.1110 -1.3102  0.20
H13 -1.3738 1.1348 -2.4439  0.21
H14 -2.5743 1.7716 0.1302  0.19
H15 -3.0193 0.1790 -0.8904  0.25
H16 -1.5523 0.4625 1.7252  0.38
H17 -4.5850 -3.4865 -1.2739  0.37
H18 -4.6947 -3.7460 0.3823  0.39
H19 -1.1589 -2.4869 -1.7964  0.50

Output
**Kohn-Sham gap**: 0.1511 Ha
**Lowest unoccupied orbital energy**: 0.005 Eh
**SMILES**: C=CC(=O)OCCCCCCN[C@@](Br)(C(=O)[O-])P(N)O
**Net charge**: -1



No. 2
Formula: C11H19Cl2N6O2S
Source: the Open Molecules 2025 dataset
Level of theory: ωB97M-V with the def2-TZVPD basis set

Last column: natural (NBO) charge in e.
Element x y z (Å)
C1 -2.5052 0.7631 1.5950  -0.65
C2 -1.2839 0.6178 0.6863  0.11
O1 -1.3370 1.4481 -0.4683  -0.73
C3 -1.0289 -0.8544 0.2840  -0.48
C4 -0.5435 -0.9800 -1.1081  0.49
N1 -1.3858 -1.1032 -2.1341  -0.44
C5 -0.6117 -1.2156 -3.2117  0.57
N2 -1.0783 -1.3841 -4.4647  -0.82
N3 0.6811 -1.1557 -2.8649  -0.34
N4 0.7233 -1.0190 -1.5163  -0.15
C6 1.9148 -0.9587 -0.6661  -0.24
C7 3.2270 -0.9847 -1.4347  -0.56
S1 3.6315 -2.5362 -2.2789  0.30
C8 3.5455 -3.7327 -1.0180  0.27
N5 3.5657 -5.0085 -1.2160  -0.28
N6 3.4822 -5.5821 0.0336  -0.25
C9 3.4301 -4.6294 0.8897  0.28
O2 3.4735 -3.3985 0.2845  -0.45
H1 -2.9836 -0.1927 1.8068  0.21
H2 -3.2595 1.4053 1.1481  0.24
H3 -2.2183 1.1891 2.5538  0.23
H4 -0.4279 0.9355 1.2871  0.17
H5 -0.8888 2.2691 -0.2469  0.49
H6 -1.9370 -1.4444 0.3569  0.26
H7 -0.3226 -1.2858 0.9920  0.23
H8 -1.8506 -0.8385 -4.7996  0.43
H9 -0.7393 -2.1082 -5.0710  0.42
H10 1.4919 -1.2325 -3.4576  0.45
H11 1.8875 -1.8038 0.0127  0.24
H12 1.8890 -0.0519 -0.0656  0.24
H13 4.0145 -0.7378 -0.7269  0.26
H14 3.2697 -0.2224 -2.2111  0.25
H15 3.3525 -4.6829 1.9586  0.22
Cl1 -1.6270 3.1764 3.6357  -0.08
C10 -2.3513 4.7967 3.8487  -0.38
C11 -2.6505 5.4479 2.5239  -0.39
Cl2 -1.1647 5.8679 1.6317  -0.06
H16 -1.6647 5.3920 4.4441  0.23
H17 -3.2733 4.6637 4.4110  0.23
H18 -3.1997 6.3729 2.6880  0.23
H19 -3.2466 4.7984 1.8882  0.22

Output
**Kohn-Sham gap**: 0.3532 Ha
**Lowest unoccupied orbital energy**: -0.100 Eh
**Net charge**: +1



No. 3
Formula: C11H19Cl4O8P
Source: the Open Molecules 2025 dataset
Level of theory: ωB97M-V with the def2-TZVPD basis set

Last column: natural (NBO) charge in e.
Element x y z (Å)
O1 1.6944 1.2527 2.1737  -0.57
C1 1.4211 1.1790 1.0063  0.81
O2 2.3854 1.1263 0.0437  -0.74
C2 0.0033 1.0792 0.4967  -0.54
C3 -0.6437 -0.2280 1.0173  -0.40
C4 -2.0221 -0.0433 1.6495  -0.41
C5 -3.1611 0.1279 0.6099  -0.14
P1 -3.8893 1.8108 0.5006  2.33
O3 -4.4866 2.1172 -0.8066  -1.08
O4 -2.7211 2.8015 0.9404  -0.98
O5 -4.9706 1.9454 1.6773  -0.98
C6 -4.3624 -0.7864 0.9743  -0.08
O6 -4.1790 -1.9162 0.1202  -0.49
C7 -3.1904 -1.6492 -0.7608  0.98
O7 -2.7076 -2.4562 -1.4867  -0.57
O8 -2.8493 -0.3415 -0.6919  -0.48
H1 2.9256 1.9325 0.0586  0.50
H2 0.0623 1.0350 -0.5891  0.24
H3 -0.5137 1.9706 0.8427  0.25
H4 -0.6870 -0.9552 0.2165  0.23
H5 0.0092 -0.6486 1.7798  0.23
H6 -2.0516 0.8121 2.3256  0.23
H7 -2.2612 -0.9395 2.2251  0.21
H8 -3.0163 3.6908 0.6845  0.52
H9 -5.8329 1.8870 1.2374  0.52
H10 -5.3423 -0.3822 0.7086  0.19
H11 -4.4103 -1.0299 2.0329  0.21
Cl1 1.0466 -2.5703 -0.0332  -0.07
C8 0.1524 -3.9427 -0.7510  -0.38
C9 1.0619 -5.0916 -1.0988  -0.39
Cl2 2.1560 -4.6990 -2.4500  -0.06
H12 -0.3793 -3.5711 -1.6216  0.24
H13 -0.5798 -4.2658 -0.0132  0.22
H14 0.4624 -5.9449 -1.4111  0.22
H15 1.6744 -5.3855 -0.2504  0.22
Cl3 4.2926 3.6161 -0.9206  -0.07
C10 5.5286 2.3605 -1.2310  -0.38
C11 6.8849 2.9591 -1.4939  -0.39
Cl4 6.9413 3.8411 -3.0409  -0.05
H16 5.1856 1.7603 -2.0693  0.23
H17 5.5711 1.7293 -0.3449  0.23
H18 7.6251 2.1633 -1.5512  0.23
H19 7.1734 3.6494 -0.7057  0.22

Output
**Kohn-Sham gap**: 0.3871 Ha
**Lowest unoccupied orbital energy**: 0.007 Eh
**SMILES**: O=C(O)CCC[C@]1(P(=O)(O)O)COC(=O)O1.ClCCCl.ClCCCl
**Net charge**: 0
**ΔE to the lowest compared entry with this formula, charge and spin**: 0.0 kJ/mol



No. 4
Formula: C11H19F3N3O2
Source: the Open Molecules 2025 dataset
Level of theory: ωB97M-V with the def2-TZVPD basis set

Last column: natural (NBO) charge in e.
Element x y z (Å)
C1 2.4556 0.8418 2.0674  -0.30
C2 1.1463 0.5509 2.3905  -0.27
C3 -0.0038 1.1463 1.5614  0.15
C4 -0.8274 2.2809 1.8289  -0.08
N1 -1.7393 2.3450 0.7692  -0.15
N2 -2.7471 3.3241 0.6900  -0.60
C5 -1.5431 1.3370 -0.1354  0.41
C6 -2.4504 1.1684 -1.3756  -0.49
C7 -1.7805 1.5008 -2.7769  0.02
O1 -1.8208 0.3276 -3.5876  -0.66
C8 -0.2867 1.9490 -2.7069  0.95
F1 -0.0742 3.1173 -2.0325  -0.32
F2 0.1083 2.2020 -4.0013  -0.31
F3 0.5557 0.9380 -2.2845  -0.34
N3 -0.4965 0.6235 0.3521  -0.48
H1 2.8864 0.5591 1.0728  0.22
H2 3.1481 1.3375 2.7881  0.23
H3 0.9451 -0.1041 3.2770  0.25
H4 -0.7827 2.9507 2.7050  0.26
H5 -2.4267 3.9768 -0.0382  0.38
H6 -2.6911 3.8783 1.5535  0.39
H7 -2.7745 0.0954 -1.4083  0.27
H8 -3.3448 1.8223 -1.2010  0.28
H9 -2.4201 2.2789 -3.2697  0.24
H10 -1.3849 -0.3848 -3.0895  0.47
H11 -0.0897 -0.2129 -0.0943  0.47
C9 2.8076 -3.5320 0.3417  -0.63
C10 1.5689 -2.9177 0.9707  0.10
C11 0.3755 -3.8539 0.8730  -0.63
O2 1.2621 -1.6801 0.3105  -0.76
H12 2.6456 -3.7325 -0.7216  0.20
H13 3.6537 -2.8449 0.4094  0.22
H14 3.0771 -4.4669 0.8351  0.23
H15 1.7667 -2.6834 2.0186  0.19
H16 0.1317 -4.0656 -0.1727  0.20
H17 -0.5104 -3.3953 1.3190  0.21
H18 0.5727 -4.7983 1.3820  0.23
H19 1.0876 -1.8793 -0.6198  0.46

Output
**Kohn-Sham gap**: 0.3250 Ha
**Lowest unoccupied orbital energy**: -0.116 Eh
**Net charge**: +1
**ΔE to the lowest compared entry with this formula, charge and spin**: 0.0 kJ/mol



No. 5
Formula: C11H19F4NO6PS
Source: the Open Molecules 2025 dataset
Level of theory: ωB97M-V with the def2-TZVPD basis set

Last column: natural (NBO) charge in e.
Element x y z (Å)
C1 -1.7557 -1.0528 -3.6338  -0.74
C2 -0.6723 0.0854 -3.4095  0.80
O1 -0.6686 1.0309 -4.2457  -0.61
O2 0.3079 0.1124 -2.4064  -0.53
C3 -0.2673 -0.2958 -1.0887  -0.07
C4 0.9010 -0.0389 -0.0334  -0.78
P1 0.5156 -0.5839 1.7661  1.36
C5 1.3352 -2.2666 1.4470  0.36
F1 1.0059 -2.8767 0.1725  -0.38
F2 2.7641 -2.0510 1.3636  -0.37
C6 1.1637 -3.4331 2.5105  0.52
F3 1.7802 -3.1908 3.7760  -0.34
F4 -0.1627 -3.9511 2.6245  -0.35
S1 0.1177 1.5621 2.1842  1.67
C7 -1.2255 2.2779 1.1125  -0.88
O3 1.4068 2.3910 2.1091  -0.97
O4 -0.3660 1.7902 3.6241  -0.99
O5 -1.0932 -0.9806 1.2374  -0.83
C8 -2.0937 -1.0279 2.2811  -0.09
C9 -1.3040 -1.2601 3.6633  -0.10
O6 0.0735 -0.8475 3.4386  -0.79
H1 -1.9210 -1.7452 -2.7498  0.23
H2 -1.4113 -1.6980 -4.5223  0.24
H3 -2.7742 -0.6188 -3.9359  0.24
H4 -1.1856 0.3649 -0.9600  0.19
H5 -0.5280 -1.4046 -1.2345  0.20
H6 1.8341 -0.5563 -0.4707  0.24
H7 1.1458 1.0852 -0.1214  0.26
H8 1.8101 -0.2314 2.3296  -0.05
H9 1.7665 -4.3218 2.0896  0.13
H10 -2.0087 1.5165 0.7905  0.23
H11 -1.7753 3.0446 1.7693  0.25
H12 -0.7525 2.8606 0.2592  0.25
H13 -2.9289 -1.7786 2.0959  0.18
H14 -2.5819 0.0105 2.3220  0.17
H15 -1.7644 -0.5429 4.4375  0.19
H16 -1.4139 -2.2772 4.1728  0.18
C10 2.2581 3.3305 -4.6023  -0.72
C11 1.8552 3.8088 -3.2426  0.29
N1 1.5395 4.1843 -2.1758  -0.33
H17 3.2202 2.8192 -4.5462  0.25
H18 1.5081 2.6379 -4.9886  0.27
H19 2.3446 4.1791 -5.2826  0.24

Output
**Kohn-Sham gap**: 0.2995 Ha
**Lowest unoccupied orbital energy**: 0.101 Eh
**Net charge**: -1



No. 6
Formula: C11H19FeNOP
Source: the Open Molecules 2025 dataset
Level of theory: ωB97M-V with the def2-TZVPD basis set

Last column: natural (NBO) charge in e.
Element x y z (Å)
C1 -0.6364 -0.0205 -4.1371  -0.50
C2 -1.4011 1.1637 -3.8325  -0.27
C3 -0.5254 2.1830 -3.3838  -0.31
C4 0.8116 1.7329 -3.5075  -0.27
C5 0.8125 0.3621 -3.9823  -0.52
Fe1 0.3337 -0.8715 -2.1093  1.08
P1 -0.2448 -3.0257 -1.8721  -0.21
H1 -0.9794 -0.9105 -4.6737  0.23
H2 -2.4725 1.2705 -3.9899  0.21
H3 -0.8190 3.2123 -3.1381  0.21
H4 1.6602 -0.2264 -4.3566  0.24
H5 1.7118 2.3415 -3.3889  0.21
H6 0.8296 -3.8430 -2.3375  0.02
H7 -1.3586 -3.5973 -2.5545  -0.08
H8 -0.4316 -3.5349 -0.5511  0.04
O1 0.1809 0.3955 -0.4825  -0.76
C6 0.4553 0.3135 0.7433  0.71
C7 0.4766 1.5015 1.7050  -0.50
C8 -0.6942 1.4896 2.6802  -0.40
C9 -0.4079 0.6446 3.9274  -0.39
C10 -0.2641 -0.8381 3.5786  -0.42
C11 0.9469 -1.1380 2.7136  -0.23
N1 0.7476 -0.8736 1.2781  -0.61
H9 1.4304 1.4476 2.2587  0.22
H10 0.4701 2.4301 1.1155  0.25
H11 -0.9129 2.5192 2.9852  0.22
H12 -1.5958 1.1076 2.1897  0.21
H13 0.5038 1.0081 4.4315  0.20
H14 -1.2398 0.7639 4.6378  0.22
H15 -0.1598 -1.4104 4.5025  0.22
H16 -1.1752 -1.1825 3.0825  0.21
H17 1.8304 -0.5748 3.0695  0.20
H18 1.1830 -2.2112 2.7874  0.22
H19 0.9341 -1.6285 0.6109  0.35

Output
**2S+1**: 6
**Kohn-Sham gap (alpha / beta)**: 0.1685 / 0.2739 Ha
**Lowest unoccupied orbital energy (alpha / beta)**: 0.022 / 0.002 Eh
**Net charge**: 0



No. 7
Formula: C11H19N2
Source: the Open Molecules 2025 dataset
Level of theory: ωB97M-V with the def2-TZVPD basis set

Last column: natural (NBO) charge in e.
Element x y z (Å)
C1 3.1539 -1.9558 0.5625  -0.60
C2 3.7246 -0.6291 0.0633  -0.40
C3 2.8473 0.5764 0.4289  -0.40
C4 1.9244 1.0206 -0.7087  -0.40
C5 0.8594 2.0276 -0.2548  -0.40
C6 -0.4067 1.3635 0.2945  -0.39
C7 -1.2523 0.7581 -0.8287  -0.47
C8 -2.4286 -0.0426 -0.3683  0.31
C9 -3.0920 0.0889 0.8591  -0.19
C10 -4.1786 -0.7106 1.1020  -0.12
C11 -4.5812 -1.6262 0.1071  0.02
N1 -3.9416 -1.7652 -1.0275  -0.12
N2 -2.9064 -0.9693 -1.2063  -0.24
H1 3.0078 -1.9333 1.6460  0.20
H2 3.8119 -2.7920 0.3236  0.22
H3 2.1821 -2.1617 0.0992  0.18
H4 3.8244 -0.6758 -1.0275  0.20
H5 4.7375 -0.4932 0.4493  0.21
H6 3.4658 1.4280 0.7285  0.21
H7 2.2343 0.3243 1.3032  0.19
H8 1.4507 0.1219 -1.1276  0.18
H9 2.5226 1.4535 -1.5145  0.22
H10 1.2864 2.6509 0.5366  0.23
H11 0.5838 2.7092 -1.0661  0.21
H12 -0.1347 0.5851 1.0158  0.21
H13 -1.0054 2.1076 0.8282  0.21
H14 -1.6372 1.5642 -1.4660  0.26
H15 -0.6354 0.1245 -1.4730  0.24
H16 -2.7668 0.8356 1.5713  0.26
H17 -4.7556 -0.6195 2.0140  0.26
H18 -5.4521 -2.2562 0.2341  0.25
H19 -2.4420 -1.1092 -2.0980  0.44

Output
**Kohn-Sham gap**: 0.3171 Ha
**Lowest unoccupied orbital energy**: -0.184 Eh
**SMILES**: CCCCCCCc1cccn[nH+]1
**Net charge**: +1
**ΔE to the lowest compared entry with this formula, charge and spin**: 98.4 kJ/mol



No. 8
Formula: C11H19N3O2SiSm
Source: the Open Molecules 2025 dataset
Level of theory: ωB97M-V with the def2-TZVPD basis set

Last column: natural (NBO) charge in e.
Element x y z (Å)
Sm1 -1.3283 0.1460 0.3806  1.97
C1 -0.7654 -1.7982 -3.1346  -0.65
C2 -1.0250 -0.3188 -3.1618  0.28
C3 -1.1665 0.3640 -4.3461  -0.29
C4 -1.4118 1.7358 -4.3100  -0.09
C5 -1.5121 2.4027 -3.1091  -0.31
C6 -1.3633 1.6735 -1.9285  0.42
N1 -1.1257 0.3285 -1.9823  -0.66
N2 -1.4442 2.1822 -0.6424  -1.19
Si1 -2.9148 2.7879 0.0399  1.79
C7 -4.1652 1.4729 -0.4570  -1.10
C8 -3.4492 4.4795 -0.3540  -1.15
C9 -2.5764 2.4818 1.8755  -1.15
H1 -1.5474 -2.3358 -3.6717  0.24
H2 -0.7245 -2.1790 -2.1188  0.22
H3 0.1818 -2.0311 -3.6237  0.24
H4 -1.0866 -0.1662 -5.2861  0.24
H5 -1.5298 2.2825 -5.2384  0.23
H6 -1.6839 3.4698 -3.0557  0.24
H7 -4.3530 1.4977 -1.5345  0.26
H8 -5.1214 1.5480 0.0652  0.27
H9 -3.7973 0.4603 -0.2462  0.18
H10 -3.6209 4.5904 -1.4288  0.26
H11 -2.6815 5.1969 -0.0508  0.26
H12 -4.3799 4.7224 0.1680  0.26
H13 -3.0545 1.5693 2.2411  0.25
H14 -2.9595 3.2844 2.5104  0.29
H15 -1.5023 2.4350 2.0752  0.23
N3 0.5899 -0.0075 2.3280  -0.85
C10 0.1406 -1.3445 2.8485  -0.31
C11 -1.0396 -1.5617 1.9408  0.72
O1 -2.0900 -0.8904 2.1663  -0.68
O2 -0.8106 -1.9894 0.7696  -0.67
H16 1.5837 -0.0291 2.1302  0.41
H17 0.4518 0.6954 3.0462  0.40
H18 -0.1475 -1.3075 3.8934  0.23
H19 0.8965 -2.1028 2.6842  0.24

Output
**2S+1**: 6
**Kohn-Sham gap (alpha / beta)**: 0.2787 / 0.3126 Ha
**Lowest unoccupied orbital energy (alpha / beta)**: -0.141 / -0.108 Eh
**Net charge**: +1